152
Properties=species:S:1:pos:R:3 method="wB97M-V/def2-TZVPD" charge=0 total_energy_ha=-7359.39097 orbital_gap_ev=9.063
C -6.014 2.354 -1.434
H 3.396 0.936 -7.886
C -3.340 0.963 3.070
H 2.989 -6.731 7.714
C -4.591 -4.091 3.819
O -3.095 2.140 0.707
F -7.877 2.033 -4.528
C 1.371 -4.534 3.544
C 5.450 1.595 -5.007
Cl -0.463 -1.239 3.605
H -2.134 -6.787 2.779
Cl 3.696 0.236 0.740
C 2.318 -4.957 5.690
H 0.642 -6.190 1.098
H -3.145 -2.612 3.249
O 1.886 5.100 4.050
H 4.772 1.200 -1.696
Cl 1.146 1.050 3.869
O 3.385 4.207 2.614
C 1.937 4.835 -5.882
C -1.071 -6.589 -1.880
H 5.437 4.213 3.006
H -5.028 2.658 -1.116
H -5.548 2.535 -3.492
H -6.871 2.000 0.535
H 1.509 -0.964 4.952
H -1.965 -6.798 -2.449
C 5.379 1.243 -2.588
C 3.196 -2.051 -2.088
C 2.515 -0.442 -5.337
H -5.374 3.974 3.342
H 7.335 0.994 -5.915
Cl 0.462 -0.822 0.309
C -3.358 -3.669 3.317
H 1.340 6.814 -5.482
C 0.410 -6.172 0.044
C -0.004 -6.099 -2.723
H 4.580 5.659 3.696
H 1.097 -5.594 9.298
H -0.909 3.848 0.391
Cl 4.148 4.829 -2.370
C 4.761 1.681 -3.792
C -7.605 2.033 -3.212
H -1.158 -3.672 -2.276
O 2.039 -4.902 7.022
H 1.440 -1.937 -3.310
O 1.304 -4.426 4.985
H -6.156 4.820 2.075
C -0.281 4.066 -4.283
H -0.119 5.378 -0.096
C -4.076 -6.399 3.619
C -8.300 1.577 -0.976
C 0.032 5.395 -4.495
C -4.976 -5.404 4.049
C 2.181 -5.478 9.280
C -2.751 -0.636 -2.420
C 1.372 -5.534 -0.843
H 3.919 -1.461 -1.526
C 2.849 -5.667 7.905
C 2.929 4.754 -1.117
H -0.160 1.199 1.379
O 1.318 -0.047 -5.454
C -0.718 4.884 0.670
C -2.350 -2.853 -0.845
H -9.003 1.337 -0.192
H 2.614 -6.161 10.011
C -6.306 2.290 -2.763
Cl 0.656 1.895 -0.660
C 7.383 0.789 -3.842
C -4.440 5.910 2.736
H -3.027 0.223 -3.013
C -1.684 -2.763 -2.022
H 2.691 -2.595 -1.290
C -2.457 -4.652 2.910
H -2.265 0.937 3.252
C -1.856 -1.634 -2.890
H -0.124 5.888 2.446
C -8.599 1.717 -2.329
H -1.300 0.731 0.066
H 3.584 -0.861 -8.284
C -3.138 -1.863 -0.394
H -1.164 3.865 -3.694
H -4.932 6.511 3.500
H -5.957 -5.659 4.423
C 6.801 1.173 -4.993
F -0.266 -6.085 -4.027
H 3.808 -5.164 8.030
H 1.273 -5.594 3.308
H 1.874 -5.099 -2.838
C -0.254 0.823 0.360
H 1.972 4.566 -1.604
C 2.145 4.601 2.986
C 1.154 -0.677 3.962
H -3.580 -1.934 0.589
O 3.460 -0.518 -6.328
C -5.166 4.579 2.460
H 8.372 0.368 -3.939
C -3.405 -0.789 -1.213
H -0.781 4.305 2.618
C 0.496 3.085 -4.928
H 1.887 -0.419 -2.541
O 1.314 4.379 1.956
H 3.206 4.075 -0.311
H -1.594 -7.126 0.062
H -3.394 5.656 2.912
H -3.768 0.410 3.907
H -5.230 -3.359 4.292
H 3.668 -2.796 -2.729
C 1.168 -5.646 -2.231
O -4.518 3.835 1.418
O -3.879 2.226 2.827
C -0.755 -6.763 -0.514
F -0.654 6.434 -3.872
H 4.205 1.879 2.393
H -3.495 0.221 2.287
F -2.143 -4.018 -0.142
C 3.123 -0.095 -7.660
H -1.468 -4.565 2.485
H 7.175 0.629 -1.677
H 1.799 -1.104 3.195
C 4.507 4.609 3.414
H -9.605 1.643 -2.716
F -4.337 -7.718 3.733
Cl 5.619 2.525 0.676
C 1.113 5.777 -5.280
C -6.996 1.936 -0.536
H 4.393 4.125 4.384
H -1.652 5.446 0.684
H 2.234 -5.038 -0.420
H 2.764 5.146 -6.504
C 4.771 1.287 1.674
H 0.154 2.078 -4.739
H -4.110 -0.040 -0.885
Cl 2.661 6.379 -0.421
C -2.833 -6.020 3.076
C 2.277 -1.273 -3.094
O 3.078 -0.920 -4.230
H 5.489 0.639 2.177
H 0.594 -3.878 3.151
H -1.300 -1.591 -3.815
C 1.579 3.494 -5.703
H 3.744 2.045 -3.780
H 2.340 -4.435 9.555
H 2.044 -0.035 -7.806
H -4.507 6.420 1.775
F 4.945 2.114 -6.146
H 2.159 2.679 -6.110
H 2.355 -4.210 3.207
C -3.846 2.695 1.595
C -0.032 4.872 2.064
C 6.693 0.873 -2.612
O 3.375 -5.462 5.253

28
Properties=species:S:1:pos:R:3 method="wB97M-V/def2-TZVPD" charge=0 total_energy_ha=-881.03524 e_above_lowest_ev=1.766 smiles=Cc1c[nH]c2ccccc12.CSC orbital_gap_ev=8.756
N -0.460 -0.300 -2.379
H -2.072 1.295 2.137
H -0.768 -0.991 -3.041
C 1.671 0.405 0.393
C 2.127 -0.832 0.816
C -0.209 2.855 -0.515
H -1.926 -3.030 1.402
C 1.999 -1.921 -0.144
C 1.119 -1.929 -1.156
H 1.961 1.289 0.948
H -0.449 0.914 1.345
H -0.084 2.892 0.576
C 0.502 -0.724 -1.473
H 2.701 -2.720 0.021
H -1.718 1.383 -2.588
H 0.612 3.441 -0.925
H -0.430 1.168 2.895
H -0.617 -1.891 0.612
C -0.765 1.032 -2.217
H 2.591 -1.108 1.767
C -0.063 1.483 -1.119
C -1.595 -2.024 1.128
C -1.124 0.779 2.169
H -1.070 3.437 -0.870
S -1.640 -0.968 2.548
H -2.259 -1.662 0.285
H 1.205 -2.696 -1.929
C 0.762 0.424 -0.684